# 1
Entry from the Open Molecules 2025 dataset: 2 unconnected molecules or ions with the total composition C12H11IN in a non-equilibrium geometry (wB97M-V/def2-TZVPD).

```
! RIJCOSX wB97M-V def2-TZVPD def2/J DEFGRID3
* xyz 1 3
C 1.89258 2.89467 2.07268
C 2.45503 2.69270 0.87321
C 0.82169 2.09389 2.39612
C 2.11164 1.71092 -0.03423
C -0.46127 -0.06274 1.97612
C -0.77083 -1.16625 1.23791
C 0.80114 -0.37000 -0.44768
C 0.40924 0.94348 1.65356
C 1.11460 0.76326 0.36193
C -3.03617 -2.23122 -3.44056
C -2.65763 -1.29695 -2.64171
C -0.21941 -2.44412 -0.72881
N 0.01860 -1.35929 0.01210
I -2.50534 0.65479 -2.11654
H 2.18452 3.67657 2.78428
H 3.29093 3.39378 0.63694
H 0.21373 2.14863 3.36331
H 2.71239 1.54634 -0.87861
H -1.04076 0.05395 2.83881
H -1.61251 -1.78200 1.21515
H 1.18368 -0.61763 -1.40232
H -3.06703 -2.08411 -4.60538
H -3.28899 -3.29872 -3.10523
H -0.55841 -3.36485 -0.16312
H 0.00859 -2.49508 -1.85793
*
```

The value obtained for the largest force on an atom is 5.57 eV/Å. As for the HOMO-LUMO gap (alpha / beta): 6.58 / 6.93 eV. The value obtained for the LUMO energy (alpha / beta) is -4.17 / -5.44 eV.

Atomic partial charges in e from the Löwdin method, atoms 1 to 6:
1 C -0.0581
2 C -0.0757
3 C 0.0098
4 C 0.0207
5 C -0.0030
6 C 0.0541


# 2
Entry from the Open Molecules 2025 dataset: 2 unconnected molecules or ions with the total composition CH5NO4P in a non-equilibrium geometry (wB97M-V/def2-TZVPD).

```
! RIJCOSX wB97M-V def2-TZVPD def2/J DEFGRID3
* xyz -1 3
C 0.71749 -0.60016 0.22547
N -1.63066 1.88072 -0.00621
O -3.97214 -1.12591 0.85264
O -2.54699 -0.67133 -1.32585
O -0.18562 -0.14742 1.14990
O -2.79044 1.18161 0.37694
P -2.97831 -0.41332 0.04902
H 0.80407 -0.13056 -0.78939
H 0.75505 -1.75639 0.07778
H 1.76477 -0.43670 0.64736
H -1.70469 1.68853 -0.98782
H -0.93106 1.21247 0.36489
*
```

The value obtained for the largest force on an atom is 4.03 eV/Å. As for the HOMO-LUMO gap (alpha / beta): 4.36 / 6.79 eV. The value obtained for the LUMO energy (alpha / beta) is 3.53 / 1.27 eV.

Atomic partial charges in e from the Löwdin method, atoms 1 to 6:
1 C -0.2415
2 N -0.0310
3 O -0.4030
4 O -0.4104
5 O -0.0931
6 O -0.3994


# 3
Entry from the Open Molecules 2025 dataset: a molecular structure, C8H20As2F12N4O4Tl in a non-equilibrium geometry (wB97M-V/def2-TZVPD).

```
! RIJCOSX wB97M-V def2-TZVPD def2/J DEFGRID3
* xyz 1 1
Tl -0.05236 1.22898 -0.12713
As -3.59105 0.09488 2.52625
F -4.79950 0.58119 1.39111
F -3.66199 1.69473 3.24540
F -2.36045 -0.31960 3.70747
F -3.55741 -1.52544 1.82197
F -2.28054 0.52188 1.38125
F -4.83909 -0.49404 3.60967
As 0.52799 -1.13198 -4.08057
F 1.01659 -2.51616 -3.12647
F 2.17907 -0.61970 -4.17006
F 0.04297 0.29136 -4.99593
F -1.13784 -1.71489 -3.97460
F 0.20087 -0.16977 -2.61253
F 0.73828 -1.96865 -5.60673
O -0.05574 2.95885 -2.45997
C -0.69998 3.37992 -3.44831
N -1.16440 2.55014 -4.35607
C -0.88325 4.87733 -3.64480
H -0.94105 1.55931 -4.29020
H -1.74873 2.90105 -5.09741
H -1.79305 5.22253 -3.16038
H -0.94097 5.04732 -4.72058
H 0.02343 5.35908 -3.28927
O 0.77789 -0.63295 1.94136
C 0.73245 -1.37285 2.93593
N -0.02355 -1.06288 3.98529
C 1.50978 -2.65296 2.95177
H -0.61289 -0.23936 3.97844
H -0.09153 -1.70604 4.75667
H 1.63125 -3.15113 1.99726
H 1.05335 -3.32649 3.68160
H 2.49316 -2.49443 3.40133
O -1.02080 -1.52025 -0.30839
C -1.42512 -2.69906 -0.39147
N -1.80040 -3.20780 -1.54520
C -1.28590 -3.62065 0.80258
H -2.37273 -4.03863 -1.54105
H -1.81490 -2.61271 -2.37252
H -0.25354 -3.93722 0.91351
H -1.94175 -4.45181 0.53234
H -1.70753 -3.22503 1.72501
O 2.27967 1.65220 1.56936
C 3.48571 1.87638 1.73482
N 4.22737 2.29727 0.70123
C 4.14297 1.80053 3.08347
H 3.73792 2.38257 -0.17592
H 5.13318 2.72868 0.76996
H 4.00230 2.77095 3.56379
H 5.22034 1.64059 3.12116
H 3.70154 0.99472 3.66555
*
```

The value obtained for the largest force on an atom is 2.73 eV/Å. As for the HOMO-LUMO gap: 3.20 eV. The value obtained for the LUMO energy is -10.37 eV.

Atomic partial charges in e from the Löwdin method, atoms 1 to 6:
1 Tl 1.3848
2 As 0.7994
3 F -0.2329
4 F -0.2473
5 F -0.2714
6 F -0.2608


# 4
Entry from the Open Molecules 2025 dataset: a molecular structure, C30H43KN2O8P2 (wB97M-V/def2-TZVPD).

```
! RIJCOSX wB97M-V def2-TZVPD def2/J DEFGRID3
* xyz 0 1
K -0.47909 -1.30126 -0.87739
C -0.73883 -4.05224 -3.01843
O -1.60676 -3.25161 -2.23978
C -2.76246 -3.77118 -1.72875
C -3.19141 -5.05418 -2.04751
C -4.36947 -5.55692 -1.51831
C -5.13037 -4.77670 -0.66641
C -4.70872 -3.49652 -0.34927
C -3.53005 -2.95854 -0.86724
N -3.08072 -1.63980 -0.52889
N -3.91017 -1.02283 0.19445
C -3.67541 0.23243 0.68156
C -2.54556 1.08934 0.41058
O -1.57993 0.84048 -0.36207
C -2.53769 2.36911 1.09655
C -3.50832 2.77130 1.93887
C -4.64301 1.95118 2.20840
C -5.65584 2.39052 3.08154
C -6.75645 1.61537 3.33696
C -6.85892 0.36705 2.70741
C -5.88049 -0.08229 1.85532
C -4.73062 0.68998 1.57276
H -0.47535 -4.97359 -2.49258
H 0.15882 -3.45510 -3.16694
H -1.18867 -4.30310 -3.98165
H -2.60514 -5.66663 -2.71831
H -4.68596 -6.55899 -1.77773
H -6.04992 -5.16225 -0.24545
H -5.28521 -2.87537 0.31754
H -1.68242 2.99955 0.87810
H -3.44706 3.74034 2.42434
H -5.54528 3.36455 3.54618
H -7.53495 1.95689 4.00678
H -7.72495 -0.25737 2.89204
H -5.99183 -1.04641 1.38340
C 4.81940 2.38113 -3.48915
C 4.15847 2.36461 -2.12676
C 5.11998 2.74123 -1.01736
O 3.68268 1.01250 -1.89279
P 2.17346 0.63645 -1.59500
O 1.84223 -0.74543 -1.97689
C 1.83147 0.98603 0.14493
P 1.97590 -0.32670 1.37409
O 1.00466 -1.40806 1.16477
O 1.79856 0.51526 2.70427
C 0.94648 0.12840 3.83276
C 1.29620 -1.26086 4.33153
C -0.51413 0.28961 3.45998
O 3.45883 -0.86956 1.36389
C 4.61286 -0.03813 1.63482
C 4.98390 -0.15592 3.09958
C 5.71376 -0.51123 0.70908
O 1.30471 1.77587 -2.25800
C 0.47562 1.76416 -3.45556
C 0.37590 3.20845 -3.89687
C 1.02912 0.86833 -4.54756
H 5.19276 3.38102 -3.71287
H 4.10811 2.09487 -4.26419
H 5.65613 1.68157 -3.50850
H 3.29579 3.03215 -2.12620
H 5.94635 2.03066 -0.97770
H 4.61982 2.75675 -0.04811
H 5.52583 3.73644 -1.20175
H 0.77424 1.28565 0.18060
H 2.41365 1.85439 0.46596
H 1.22164 0.86864 4.58413
H 1.02936 -2.01030 3.58636
H 0.74031 -1.46638 5.24691
H 2.36085 -1.33543 4.55656
H -0.79563 -0.43138 2.69316
H -0.71330 1.29501 3.08772
H -1.14041 0.12385 4.33790
H 4.36034 1.00016 1.40015
H 5.17967 -1.20049 3.34651
H 4.18031 0.21615 3.73365
H 5.88535 0.42280 3.30473
H 5.96280 -1.55021 0.92890
H 6.60793 0.09784 0.84972
H 5.39227 -0.43760 -0.32971
H -0.50310 1.41374 -3.12104
H 1.34568 3.56397 -4.25302
H 0.04607 3.83577 -3.06949
H -0.34473 3.29944 -4.70993
H 2.05062 1.16406 -4.79961
H 0.41668 0.98147 -5.44278
H 1.03280 -0.17594 -4.24787
*
```

The value obtained for the largest force on an atom is 0.51 eV/Å. As for the HOMO-LUMO gap: 6.80 eV. The value obtained for the LUMO energy is 0.36 eV.

Atomic partial charges in e from the Löwdin method, atoms 1 to 6:
1 K 0.8571
2 C -0.0697
3 O -0.1894
4 C -0.2228
5 C -0.0311
6 C -0.0949